Density functional theory data (the ωB97M-V functional and the def2-TZVPD basis) for the ion C2H11N2O2P2 with charge +1 at a distorted geometry.

Last column: Mulliken charge in e.
Atoms and positions in Å:
P -0.77 0.53 -1.15  -0.06
P -2.09 -0.10 0.53  0.93
O -1.21 -0.88 1.58  -0.46
O -3.05 -1.19 -0.10  -0.45
N -2.79 1.10 1.13  -0.61
N 1.34 -0.36 0.24  -0.35
C 1.00 0.62 -0.76  -0.60
C 2.80 -0.38 0.47  -0.94
H 3.02 -1.06 1.28  0.33
H -0.98 -0.29 -2.27  0.18
H 3.17 0.61 0.76  0.36
H 3.31 -0.69 -0.43  0.31
H -1.22 1.80 -1.49  0.19
H -2.61 2.01 0.73  0.25
H 0.92 -0.10 1.12  0.28
H 1.27 1.66 -0.53  0.47
H -0.93 -1.76 1.30  0.36
H -2.62 -1.85 -0.66  0.34
H 1.52 0.37 -1.68  0.47

Computed properties:
* HOMO-LUMO gap: 10.081 eV
* electronic energy: -1025.24365 a.u.
* multiplicity: 1
* HOMO level: -13.98 eV
* net charge: +1
* F_max: 0.03037 Eh/bohr